(1)
{"formula": "C6H12O", "method": "wB97M-V/def2-TZVPD", "elements": ["C", "C", "O", "C", "C", "C", "C", "H", "H", "H", "H", "H", "H", "H", "H", "H", "H", "H", "H"], "xyz": [[2.61, -1.20, 0.25], [0.97, 1.53, -0.32], [0.27, 1.22, 0.71], [-0.35, 0.06, 0.91], [-1.72, -0.07, 1.39], [-1.31, -0.57, -0.01], [-1.86, 0.18, -1.21], [2.88, -2.15, 0.69], [3.35, -0.44, 0.53], [2.59, -1.30, -0.84], [1.04, 0.85, -1.16], [1.54, 2.45, -0.23], [1.62, -0.91, 0.62], [-2.38, 0.80, 1.41], [-1.94, -0.80, 2.17], [-1.24, -1.65, -0.14], [-1.23, 0.04, -2.10], [-2.87, -0.17, -1.45], [-1.91, 1.26, -1.02]], "e_above_lowest_kj_mol": 492.8, "gap_ev": [7.907, 8.493]}

=====

(2)
{"formula": "C32H66FN2O9P2S", "method": "wB97M-V/def2-TZVPD", "elements": ["C", "O", "C", "C", "C", "C", "C", "C", "C", "C", "P", "O", "O", "N", "C", "C", "C", "F", "C", "P", "N", "O", "C", "C", "C", "C", "S", "H", "H", "H", "H", "H", "H", "H", "H", "H", "H", "H", "H", "H", "H", "H", "H", "H", "H", "H", "H", "H", "H", "H", "H", "H", "H", "H", "H", "H", "H", "H", "H", "H", "H", "H", "H", "C", "C", "O", "C", "H", "H", "H", "H", "H", "H", "C", "C", "O", "C", "H", "H", "H", "H", "H", "H", "C", "C", "O", "C", "H", "H", "H", "H", "H", "H", "C", "C", "O", "C", "H", "H", "H", "H", "H", "H", "C", "C", "O", "C", "H", "H", "H", "H", "H", "H"], "xyz": [[7.38, -0.89, 0.18], [6.26, -0.09, -0.12], [6.44, 0.79, -1.23], [5.60, 2.06, -1.01], [4.33, 2.06, -1.88], [3.43, 0.84, -1.61], [2.16, 1.17, -0.79], [2.21, 0.66, 0.67], [0.91, 0.03, 1.21], [0.50, -1.37, 0.65], [1.92, -2.61, 0.59], [2.74, -2.09, -0.73], [2.81, -2.18, 1.90], [-0.17, -1.13, -0.66], [-1.42, -0.87, -0.55], [-2.30, -0.59, -1.72], [-3.31, 0.55, -1.50], [-3.26, 1.36, -2.63], [-1.85, -1.00, 0.90], [-3.58, -1.52, 1.35], [-4.34, 0.02, 1.35], [-4.21, -2.19, -0.03], [-0.71, -1.94, 1.42], [-0.98, -3.45, 1.38], [-0.82, -4.18, 0.01], [-2.12, -4.69, -0.60], [-2.61, -6.24, 0.23], [8.32, -0.37, -0.03], [7.36, -1.84, -0.37], [7.35, -1.12, 1.25], [7.49, 1.04, -1.38], [6.08, 0.28, -2.14], [6.22, 2.92, -1.21], [5.29, 2.07, 0.03], [4.64, 2.08, -2.93], [3.79, 3.00, -1.73], [3.15, 0.40, -2.58], [3.99, 0.09, -1.05], [2.09, 2.26, -0.75], [1.26, 0.85, -1.33], [2.39, 1.53, 1.30], [3.08, 0.02, 0.83], [0.12, 0.77, 1.07], [1.02, -0.09, 2.29], [3.09, -2.88, -1.15], [2.28, -1.74, 2.57], [0.37, -1.17, -1.52], [-2.83, -1.53, -1.92], [-1.68, -0.30, -2.57], [-3.08, 1.16, -0.63], [-4.33, 0.17, -1.43], [-1.76, -0.05, 1.43], [-5.25, -0.04, 1.81], [-3.80, 0.70, 1.88], [-4.86, -2.84, 0.26], [-0.60, -1.70, 2.48], [-2.01, -3.60, 1.71], [-0.36, -3.94, 2.13], [-0.18, -5.05, 0.19], [-0.30, -3.59, -0.74], [-2.92, -3.96, -0.58], [-1.95, -4.94, -1.65], [-3.54, -6.66, -0.64], [10.02, 4.34, -1.32], [9.13, 4.31, -0.10], [8.00, 3.88, -0.15], [9.72, 4.85, 1.18], [9.48, 3.93, -2.17], [10.32, 5.36, -1.54], [10.92, 3.74, -1.14], [10.01, 5.89, 1.06], [10.60, 4.27, 1.46], [8.98, 4.77, 1.98], [-4.28, -3.50, -5.51], [-4.37, -3.68, -4.01], [-3.95, -4.67, -3.46], [-5.01, -2.57, -3.22], [-3.80, -4.38, -5.95], [-5.28, -3.39, -5.93], [-3.69, -2.61, -5.74], [-6.04, -2.40, -3.55], [-4.44, -1.64, -3.36], [-5.00, -2.83, -2.17], [5.63, -6.85, 3.06], [4.72, -5.78, 3.62], [4.27, -5.84, 4.74], [4.39, -4.61, 2.72], [5.78, -7.62, 3.81], [5.18, -7.29, 2.17], [6.59, -6.42, 2.79], [3.89, -4.97, 1.81], [5.31, -4.09, 2.43], [3.74, -3.93, 3.24], [-6.76, 2.15, -1.02], [-7.33, 2.06, 0.37], [-7.62, 0.99, 0.87], [-7.52, 3.35, 1.12], [-6.67, 1.15, -1.44], [-7.40, 2.75, -1.66], [-5.77, 2.61, -0.99], [-8.20, 4.01, 0.58], [-6.56, 3.86, 1.24], [-7.94, 3.15, 2.10], [-9.47, 6.61, 2.38], [-7.99, 6.90, 2.46], [-7.21, 6.09, 2.91], [-7.54, 8.25, 1.97], [-9.66, 5.61, 2.77], [-10.03, 7.33, 2.98], [-9.81, 6.66, 1.35], [-8.02, 9.04, 2.54], [-7.80, 8.37, 0.92], [-6.46, 8.34, 2.08]], "total_charge": 1, "gap_ev": 7.592}

=====

(3)
{"formula": "C35H40N5O3SiZr", "method": "wB97M-V/def2-TZVPD", "elements": ["Zr", "C", "C", "N", "N", "C", "O", "C", "C", "C", "C", "C", "C", "C", "C", "C", "C", "C", "N", "H", "H", "H", "H", "H", "H", "H", "H", "H", "H", "H", "H", "N", "C", "C", "O", "O", "H", "H", "H", "H", "C", "Si", "C", "N", "C", "C", "C", "C", "C", "C", "C", "C", "C", "C", "C", "C", "C", "C", "C", "C", "C", "H", "H", "H", "H", "H", "H", "H", "H", "H", "H", "H", "H", "H", "H", "H", "H", "H", "H", "H", "H", "H", "H", "H", "H"], "xyz": [[8.99, -17.54, -8.99], [11.82, -16.84, -12.65], [11.06, -16.82, -11.35], [10.02, -17.52, -11.07], [9.54, -18.42, -12.00], [8.60, -19.15, -11.44], [8.22, -18.98, -10.19], [7.97, -20.17, -12.25], [6.73, -20.69, -11.79], [6.07, -21.64, -12.55], [6.60, -22.01, -13.78], [7.76, -21.45, -14.30], [8.48, -20.57, -13.50], [11.45, -15.90, -10.23], [12.51, -15.04, -10.36], [12.95, -14.30, -9.27], [12.24, -14.44, -8.10], [11.19, -15.32, -8.05], [10.78, -16.04, -9.10], [11.52, -17.72, -13.23], [12.88, -16.79, -12.46], [11.52, -16.00, -13.28], [6.31, -20.38, -10.85], [5.20, -22.10, -12.15], [6.06, -22.75, -14.38], [8.09, -21.70, -15.29], [9.38, -20.13, -13.85], [13.06, -14.95, -11.24], [13.75, -13.59, -9.33], [12.55, -13.88, -7.24], [10.68, -15.46, -7.13], [11.10, -18.96, -8.87], [11.39, -19.16, -7.44], [10.61, -18.29, -6.53], [10.92, -18.24, -5.35], [9.67, -17.57, -7.12], [11.08, -19.87, -9.35], [11.80, -18.39, -9.36], [12.45, -19.06, -7.17], [11.17, -20.17, -7.09], [8.15, -15.61, -9.67], [6.54, -15.34, -8.77], [5.92, -17.17, -8.62], [6.89, -18.05, -7.88], [6.88, -17.66, -6.42], [7.19, -18.82, -5.50], [6.03, -19.80, -5.51], [5.44, -19.87, -6.95], [6.53, -19.50, -7.97], [5.21, -14.47, -9.75], [4.46, -13.42, -9.23], [3.32, -12.92, -9.87], [2.86, -13.50, -11.05], [3.58, -14.55, -11.59], [4.73, -15.01, -10.97], [6.74, -14.49, -7.10], [5.66, -14.34, -6.22], [5.79, -13.61, -5.05], [7.05, -13.06, -4.72], [8.13, -13.32, -5.52], [7.98, -14.04, -6.68], [8.80, -14.74, -9.70], [7.87, -15.83, -10.68], [5.84, -17.55, -9.63], [4.89, -17.25, -8.23], [5.86, -17.31, -6.20], [7.52, -16.79, -6.34], [7.36, -18.38, -4.52], [8.09, -19.32, -5.83], [5.22, -19.44, -4.82], [6.35, -20.77, -5.13], [4.64, -19.15, -7.03], [4.96, -20.82, -7.26], [6.19, -19.71, -8.99], [7.44, -20.09, -7.83], [4.79, -12.91, -8.28], [2.82, -12.04, -9.49], [2.03, -13.04, -11.51], [3.24, -15.02, -12.50], [5.21, -15.87, -11.40], [4.70, -14.76, -6.52], [4.90, -13.44, -4.43], [7.14, -12.48, -3.81], [9.12, -12.94, -5.23], [8.82, -14.14, -7.33]], "e_above_lowest_kj_mol": 0.0, "total_charge": 1, "gap_ev": 7.514}

=====

(4)
{"formula": "C16H24N2O6PPtS5", "method": "wB97M-V/def2-TZVPD", "elements": ["Pt", "C", "C", "O", "P", "S", "S", "O", "C", "C", "H", "H", "H", "H", "H", "H", "H", "H", "H", "H", "C", "C", "C", "C", "C", "C", "C", "S", "O", "O", "N", "C", "C", "O", "O", "H", "H", "H", "H", "H", "H", "H", "H", "H", "S", "C", "N", "C", "C", "S", "H", "H", "H", "H", "H"], "xyz": [[-0.26, -0.50, -1.14], [2.33, -2.11, 3.91], [1.20, -1.10, 4.02], [-0.02, -1.69, 3.63], [-0.81, -0.94, 2.35], [0.41, -1.59, 0.81], [-1.87, 0.59, 0.03], [-2.05, -2.02, 2.33], [-3.35, -1.51, 2.62], [-3.60, -1.50, 4.12], [3.28, -1.66, 4.22], [2.41, -2.46, 2.89], [2.13, -2.97, 4.56], [1.43, -0.22, 3.40], [1.11, -0.74, 5.05], [-4.05, -2.16, 2.11], [-3.46, -0.51, 2.20], [-3.54, -2.51, 4.53], [-4.60, -1.09, 4.33], [-2.86, -0.88, 4.63], [-1.66, 5.27, 1.01], [-1.45, 4.40, -0.19], [-2.51, 4.03, -1.00], [-2.33, 3.16, -2.07], [-1.07, 2.67, -2.34], [0.02, 3.05, -1.56], [-0.18, 3.90, -0.49], [-0.81, 1.60, -3.72], [0.39, 2.07, -4.38], [-2.01, 1.68, -4.54], [-0.63, 0.16, -3.08], [-0.14, -0.79, -4.09], [0.45, -2.07, -3.50], [0.73, -3.00, -4.25], [0.65, -2.07, -2.23], [-2.62, 5.77, 0.98], [-0.88, 6.03, 1.10], [-1.63, 4.67, 1.93], [-3.51, 4.40, -0.77], [-3.16, 2.84, -2.69], [1.00, 2.65, -1.79], [0.66, 4.17, 0.14], [0.70, -0.37, -4.65], [-0.91, -1.06, -4.82], [2.89, 0.45, -2.55], [3.38, -0.97, -1.92], [3.19, -1.40, -0.66], [3.50, -2.79, -0.38], [3.52, -3.51, -1.72], [4.15, -2.25, -2.87], [2.50, -0.92, -0.10], [2.74, -3.20, 0.29], [4.48, -2.87, 0.11], [2.52, -3.79, -2.04], [4.18, -4.38, -1.71]], "e_above_lowest_kj_mol": 135.9, "total_charge": -2, "gap_ev": [5.969, 5.726], "multiplicity": 2}